A) DFT (the ωB97M-V functional and the def2-TZVPD basis) results for a structure of composition C5H13N2O.

The charge is +1. The orbital gap comes out at 0.1962 Ha. Its HOMO energy is -12.816 eV. As for the spin multiplicity: 1.

Each line ends with the Löwdin charge.
Positions of all 21 atoms, in Å:
N: 3.274 0.592 0.892  0.047
C: -2.046 -0.504 0.575  0.042
C: -3.045 0.394 0.989  0.137
C: -1.076 0.195 -0.438  -0.556
N: 0.277 -0.748 -0.575  -0.012
C: 1.040 -0.598 0.608  -0.045
C: 0.932 -0.205 -1.801  -0.022
O: -1.545 0.493 -1.575  -0.074
H: 4.095 0.854 1.435  0.044
H: 3.473 1.031 -0.008  0.013
H: -0.630 1.051 0.147  0.159
H: -1.911 -1.534 0.938  0.164
H: -3.821 0.152 1.688  0.122
H: -3.167 -0.282 -0.036  0.207
H: -2.906 1.437 0.680  0.144
H: 2.044 0.152 0.678  0.024
H: 1.553 -1.611 0.733  0.177
H: 0.376 -0.491 1.455  0.098
H: 1.034 0.857 -1.653  0.109
H: 0.242 -0.398 -2.624  0.095
H: 1.806 -0.838 -2.109  0.127

B) DFT (the ωB97M-V functional and the def2-TZVPD basis) results for a cluster of 2 separate species, C5H13N2O in total.

The charge is +1. The orbital gap comes out at 0.1707 Ha. Its HOMO energy is -12.118 eV. As for the spin multiplicity: 1.

Each line ends with the Löwdin charge.
Positions of all 21 atoms, in Å:
C: 1.426 2.656 1.627  -0.185
O: 2.577 1.957 1.184  -0.007
C: 0.169 2.010 1.351  0.155
C: -0.029 1.227 0.144  -0.111
C: -0.313 -0.291 0.444  -0.240
C: 0.166 -2.109 -0.675  0.040
N: -0.753 -1.173 -0.635  -0.066
N: -1.892 -2.850 -2.598  0.048
H: 1.530 2.636 2.736  0.181
H: 1.551 3.684 1.260  0.192
H: 2.331 1.059 0.935  0.089
H: -0.738 2.487 1.726  0.164
H: 0.843 1.301 -0.513  0.140
H: -0.876 1.692 -0.374  0.162
H: -1.123 -0.297 1.193  0.122
H: 0.466 -0.642 1.142  0.118
H: 0.936 -2.099 -1.460  0.104
H: 0.189 -2.863 0.127  0.107
H: -1.836 -2.053 -1.991  -0.053
H: -2.359 -3.591 -2.097  0.019
H: -2.264 -2.738 -3.526  0.023

Most stable structure among those shown: B).